No. 1
The following is a DFT calculation (ωB97M-V/def2-TZVPD) of C5H6IPS as an isolated structure at a distorted geometry.

The geometry in XYZ format:
```
14
C5H6IPS ωB97M-V/def2-TZVPD
C -0.198 1.848 -0.070
C 0.628 0.837 -0.037
C -1.024 -0.941 -0.390
C -1.922 -0.009 -0.451
C 2.043 0.547 0.018
P -0.311 -2.535 -0.192
S -1.831 1.746 -0.497
I -4.027 -0.466 -0.297
H 0.036 2.917 0.214
H 2.543 0.901 1.000
H 2.369 -0.544 -0.160
H 2.774 1.158 -0.607
H -1.460 -3.111 0.408
H 0.380 -2.348 1.063
```

**ΔE to the lowest compared entry with this formula, charge and spin**: 10.55 kcal per mole
**Largest force on an atom**: 4.4 eV/A
**E**: -33501.4817 eV

These are the Löwdin partial charges, in e, on atoms 1 to 2: number 1, C, carries -0.525; number 2, C, carries -0.157

---

No. 2
The following is a DFT calculation (ωB97M-V/def2-TZVPD) of C5H6LiMnO4 as an isolated structure at a distorted geometry.

The geometry in XYZ format:
```
17
C5H6LiMnO4 ωB97M-V/def2-TZVPD
C 1.338 -0.906 0.132
C 0.122 -1.373 -0.673
C -1.178 -0.906 -0.092
C -1.922 0.122 -0.586
O -2.895 0.726 0.044
O 1.732 0.426 -0.102
Mn 1.755 1.677 -1.595
Li -1.766 0.830 1.516
H 2.189 -1.587 -0.037
H 1.074 -0.952 1.205
H 0.163 -2.475 -0.715
H 0.231 -1.024 -1.712
H -1.482 -1.355 0.866
H -1.651 0.510 -1.589
O 0.083 1.505 1.805
O 1.298 2.894 0.496
C 0.910 1.888 1.035
```

**Spin multiplicity**: 7
**Largest force on an atom**: 2.3 eV/A
**E**: -44996.4214 eV

These are the Löwdin partial charges, in e, on atoms 1 to 2: number 1, C, carries -0.300; number 2, C, carries -0.221

---

No. 3
The following is a DFT calculation (ωB97M-V/def2-TZVPD) of C5H6LiO4Rb as an isolated structure at a distorted geometry.

The geometry in XYZ format:
```
17
C5H6LiO4Rb ωB97M-V/def2-TZVPD
O 1.718 1.683 -0.420
C 0.726 1.483 0.287
O 0.594 0.452 1.019
O -0.238 2.422 0.316
C -1.206 2.343 1.298
C -2.496 2.608 1.033
Rb 4.154 -1.013 -0.037
H -0.818 2.154 2.303
H -2.740 3.199 0.146
H -3.191 2.648 1.873
Li -0.915 -0.143 1.883
C -5.665 1.538 -0.542
C -6.708 2.448 -0.912
O -7.664 2.709 -0.179
H -5.805 0.913 0.342
H -6.642 2.906 -1.920
H -4.967 1.192 -1.307
```

**ΔE to the lowest compared entry with this formula, charge and spin**: 0.00 kcal per mole
**Total charge**: +1
**Spin multiplicity**: 2
**Largest force on an atom**: 3.0 eV/A
**E**: -14325.8142 eV

These are the Löwdin partial charges, in e, on atoms 1 to 2: number 1, O, carries 0.017; number 2, C, carries -0.773

---

No. 4
The following is a DFT calculation (ωB97M-V/def2-TZVPD) of C5H6N as an isolated structure at a distorted geometry.

The geometry in XYZ format:
```
12
C5H6N ωB97M-V/def2-TZVPD
C -0.662 1.608 0.263
C 0.078 0.727 0.731
C -0.880 -2.200 -1.354
C 0.331 -1.267 0.543
C 0.239 1.912 1.492
N -0.343 -1.661 -0.356
H -1.181 1.995 -0.661
H -1.883 -2.532 -1.279
H -0.436 -2.193 -2.317
H 1.173 -1.618 1.233
H 1.251 2.401 1.543
H -0.073 1.852 2.531
```

**ΔE to the lowest compared entry with this formula, charge and spin**: 161.00 kcal per mole
**Total charge**: +1
**Largest force on an atom**: 7.2 eV/A
**E**: -6758.1961 eV

These are the Löwdin partial charges, in e, on atoms 1 to 2: number 1, C, carries 0.039; number 2, C, carries -0.106

---

No. 5
The following is a DFT calculation (ωB97M-V/def2-TZVPD) of an isolated ion of composition C5H6N and charge +1 at a distorted geometry.

The geometry in XYZ format:
```
12
C5H6N ωB97M-V/def2-TZVPD
C -1.998 0.770 -0.409
C -1.961 -0.520 -0.136
C -0.666 -0.685 0.542
C 0.322 -0.182 -0.331
C 1.805 0.052 0.055
N -0.936 0.719 0.546
H -2.609 1.535 -0.937
H -0.572 -1.489 1.278
H 0.062 -0.314 -1.340
H 2.082 0.973 0.496
H 2.447 -0.126 -0.692
H 2.025 -0.733 0.929
```

**ΔE to the lowest compared entry with this formula, charge and spin**: 172.66 kcal per mole
**SMILES**: C[C@H]1[C@@H]2C3=C[N@+]312
**Total charge**: +1
**Largest force on an atom**: 6.2 eV/A
**E**: -6757.6901 eV

These are the Löwdin partial charges, in e, on atoms 1 to 2: number 1, C, carries 0.060; number 2, C, carries 0.220

---

No. 6
The following is a DFT calculation (ωB97M-V/def2-TZVPD) of C5H6N as an isolated structure at a distorted geometry.

The geometry in XYZ format:
```
12
C5H6N ωB97M-V/def2-TZVPD
C 1.671 0.182 -0.696
C 1.210 -1.033 0.066
C 1.265 0.872 0.618
C 0.151 -0.009 0.382
C -1.291 0.028 0.248
N 2.313 -0.123 0.486
H 1.513 0.506 -1.692
H 1.378 -1.991 -0.316
H 1.338 1.926 0.793
H -1.567 0.716 -0.447
H -1.702 0.341 1.189
H -1.768 -1.011 0.021
```

**ΔE to the lowest compared entry with this formula, charge and spin**: 110.77 kcal per mole
**Total charge**: +1
**Largest force on an atom**: 3.8 eV/A
**E**: -6760.3740 eV

These are the Löwdin partial charges, in e, on atoms 1 to 2: number 1, C, carries -0.035; number 2, C, carries 0.027

---

No. 7
The following is a DFT calculation (ωB97M-V/def2-TZVPD) of a 2-piece molecular cluster, C5H6N overall at a distorted geometry.

The geometry in XYZ format:
```
12
C5H6N ωB97M-V/def2-TZVPD
C 3.351 -1.794 -0.104
C 2.611 -0.827 0.062
C -2.398 0.334 -0.523
C 1.649 0.134 0.166
C -1.743 -0.069 0.850
N -2.436 0.965 0.772
H -1.719 0.817 -1.161
H -3.354 0.038 -0.972
H 1.684 0.956 -0.561
H 0.840 0.079 0.943
H -2.554 1.871 1.179
H 4.070 -2.503 -0.650
```

**ΔE to the lowest compared entry with this formula, charge and spin**: 193.57 kcal per mole
**Total charge**: +1
**Largest force on an atom**: 2.3 eV/A
**E**: -6756.7835 eV

These are the Löwdin partial charges, in e, on atoms 1 to 2: number 1, C, carries 0.322; number 2, C, carries -0.052

---

No. 8
The following is a DFT calculation (ωB97M-V/def2-TZVPD) of an isolated ion of composition C5H6N and charge +1 at a distorted geometry.

The geometry in XYZ format:
```
12
C5H6N ωB97M-V/def2-TZVPD
C -1.399 0.825 -1.790
C -1.575 1.283 -2.906
C 1.210 -0.431 0.264
C -1.195 0.299 -0.478
C -0.120 -0.066 0.138
N 0.314 -0.459 1.446
H -1.791 1.918 -3.825
H 1.710 -1.407 -0.093
H 1.801 0.516 0.225
H -2.111 0.421 0.103
H -0.005 -1.314 1.819
H 0.469 0.310 1.979
```

**ΔE to the lowest compared entry with this formula, charge and spin**: 105.20 kcal per mole
**SMILES**: C#C/C=C1\C[NH2+]1
**Total charge**: +1
**Largest force on an atom**: 3.8 eV/A
**E**: -6760.6157 eV

These are the Löwdin partial charges, in e, on atoms 1 to 2: number 1, C, carries -0.097; number 2, C, carries 0.166